{"formula": "C27H30N4O4", "method": "ωB97M-V/def2-TZVPD", "e_homo_ha": -0.2884, "max_force_ev_per_a": 0.6, "elements": ["C", "H", "O", "C", "C", "C", "C", "C", "C", "H", "H", "N", "C", "O", "C", "C", "C", "C", "C", "C", "H", "H", "N", "C", "O", "C", "N", "C", "H", "H", "H", "C", "C", "O", "N", "C", "C", "C", "C", "C", "C", "C", "H", "H", "H", "H", "H", "H", "C", "H", "H", "H", "H", "H", "H", "H", "H", "H", "H", "H", "H", "H", "H", "H", "H"], "xyz": [[-9.503, -0.607, -0.131], [-10.361, -1.266, -0.003], [-8.389, -1.344, 0.308], [-7.160, -0.755, 0.257], [-6.092, -1.536, 0.702], [-4.810, -1.037, 0.692], [-4.555, 0.258, 0.236], [-5.617, 1.036, -0.205], [-6.907, 0.534, -0.196], [-7.707, 1.167, -0.547], [-5.431, 2.036, -0.560], [-3.232, 0.709, 0.256], [-2.716, 1.883, -0.207], [-3.358, 2.766, -0.739], [-1.237, 1.970, -0.023], [-0.579, 1.428, 1.076], [0.795, 1.494, 1.181], [1.540, 2.091, 0.169], [0.882, 2.689, -0.904], [-0.492, 2.636, -0.992], [-1.011, 3.091, -1.822], [1.454, 3.183, -1.677], [2.940, 2.074, 0.150], [3.778, 1.380, 0.967], [3.450, 0.873, 2.018], [5.209, 1.245, 0.432], [5.669, -0.116, 0.683], [6.828, -0.190, 1.546], [7.731, 0.252, 1.097], [6.604, 0.327, 2.477], [7.032, -1.234, 1.777], [5.780, -0.921, -0.515], [4.423, -1.262, -1.146], [4.340, -1.642, -2.294], [3.404, -1.122, -0.271], [2.017, -1.268, -0.450], [1.304, -1.877, 0.593], [-0.067, -2.030, 0.475], [-0.733, -1.584, -0.653], [-0.029, -0.944, -1.653], [1.347, -0.762, -1.567], [2.052, -0.020, -2.657], [1.337, 0.539, -3.256], [2.592, -0.715, -3.299], [2.787, 0.668, -2.244], [-0.553, -0.567, -2.518], [-1.798, -1.735, -0.757], [-0.614, -2.515, 1.271], [2.021, -2.352, 1.822], [2.813, -3.054, 1.563], [1.328, -2.847, 2.497], [2.470, -1.509, 2.351], [3.701, -0.993, 0.691], [6.249, -1.873, -0.251], [6.404, -0.458, -1.299], [5.253, 1.489, -0.637], [5.836, 1.962, 0.970], [3.344, 2.503, -0.672], [1.294, 1.071, 2.035], [-1.137, 0.969, 1.879], [-2.563, 0.033, 0.599], [-3.993, -1.653, 1.041], [-6.297, -2.535, 1.052], [-9.650, 0.297, 0.469], [-9.413, -0.332, -1.187]], "forces_ev_per_a": [[-0.15, 0.11, -0.06], [0.03, 0.09, -0.03], [0.26, -0.15, 0.09], [0.13, 0.03, 0.01], [-0.21, 0.06, -0.06], [-0.05, 0.14, -0.07], [-0.46, 0.07, -0.07], [0.26, 0.10, 0.00], [-0.34, -0.30, 0.07], [-0.09, 0.03, -0.03], [0.01, 0.02, -0.01], [0.30, -0.23, 0.21], [0.17, -0.13, 0.11], [-0.12, 0.08, -0.14], [0.20, 0.18, 0.06], [-0.11, 0.17, -0.29], [0.16, -0.05, 0.16], [-0.39, 0.00, 0.14], [0.05, 0.00, 0.10], [-0.12, -0.06, 0.09], [-0.05, 0.05, -0.08], [0.07, 0.03, -0.11], [0.11, 0.35, -0.27], [0.19, 0.26, -0.21], [-0.03, -0.08, 0.13], [-0.08, -0.22, 0.23], [0.12, 0.08, -0.18], [0.03, 0.01, 0.07], [0.01, 0.00, 0.02], [0.07, -0.01, 0.04], [0.05, -0.01, 0.04], [0.04, 0.00, -0.15], [0.42, -0.08, 0.01], [0.06, -0.09, -0.12], [-0.15, 0.11, 0.48], [-0.49, -0.23, -0.15], [0.09, -0.04, -0.07], [-0.01, 0.01, -0.04], [-0.04, -0.06, -0.01], [-0.02, -0.05, 0.07], [0.08, -0.01, -0.03], [-0.02, -0.13, -0.18], [-0.05, 0.10, 0.01], [0.01, 0.11, -0.01], [0.10, 0.10, -0.01], [-0.04, 0.07, -0.11], [-0.12, -0.02, -0.02], [-0.03, -0.07, 0.10], [-0.04, 0.01, -0.04], [0.09, -0.05, 0.04], [-0.01, -0.03, 0.06], [0.08, 0.00, 0.11], [0.11, 0.09, -0.10], [-0.01, 0.04, -0.04], [-0.12, -0.09, 0.03], [0.03, 0.01, 0.06], [-0.05, -0.03, -0.06], [0.04, -0.21, 0.15], [0.02, 0.00, 0.02], [-0.05, -0.07, 0.06], [-0.03, 0.18, -0.14], [0.09, -0.08, 0.05], [-0.01, -0.12, 0.04], [0.01, -0.02, -0.03], [0.00, 0.01, 0.04]], "lowdin_charge": [-0.094, 0.092, -0.090, -0.282, -0.005, -0.024, -0.223, -0.002, -0.013, 0.104, 0.101, 0.136, -0.420, 0.076, -0.144, -0.018, 0.003, -0.219, -0.021, -0.007, 0.122, 0.116, 0.144, -0.450, 0.066, -0.088, -0.236, -0.077, 0.091, 0.090, 0.087, -0.099, -0.453, 0.066, 0.150, -0.138, -0.208, -0.055, -0.094, -0.041, -0.190, -0.038, 0.081, 0.080, 0.067, 0.117, 0.097, 0.108, -0.029, 0.089, 0.080, 0.074, 0.108, 0.133, 0.136, 0.127, 0.133, 0.139, 0.105, 0.121, 0.105, 0.108, 0.118, 0.095, 0.095]}

***

{"formula": "C28H45BrN2P2Sn", "method": "ωB97M-V/def2-TZVPD", "e_homo_ha": [-0.4698, -0.4674], "max_force_ev_per_a": 3.9, "charge": 2, "elements": ["N", "C", "C", "C", "C", "C", "C", "Sn", "P", "C", "C", "C", "C", "C", "C", "C", "Br", "H", "H", "H", "H", "H", "H", "H", "H", "H", "H", "P", "C", "C", "H", "H", "H", "H", "H", "C", "C", "H", "H", "H", "H", "H", "C", "C", "H", "H", "H", "H", "H", "C", "C", "H", "H", "H", "H", "H", "C", "C", "H", "H", "H", "H", "H", "C", "C", "H", "H", "H", "H", "H", "C", "C", "C", "N", "H", "H", "H", "H", "H"], "xyz": [[1.758, -5.298, 1.677], [0.917, -5.599, 0.680], [1.202, -5.288, -0.656], [2.396, -4.588, -0.938], [3.316, -4.353, 0.123], [2.933, -4.742, 1.413], [2.614, -3.967, -2.239], [0.250, 0.669, -0.883], [-1.789, 2.781, -0.504], [3.437, -2.874, -2.401], [2.899, -1.590, -2.755], [3.556, -0.389, -2.357], [2.887, 0.812, -2.406], [1.506, 0.803, -2.814], [0.950, -0.344, -3.492], [1.644, -1.533, -3.426], [0.729, 2.630, -3.450], [2.068, -4.362, -3.091], [4.487, -2.894, -2.095], [0.461, -5.472, -1.439], [4.250, -3.820, -0.029], [-0.026, -6.082, 0.937], [3.607, -4.549, 2.252], [4.595, -0.446, -2.013], [1.253, -2.446, -3.873], [3.381, 1.762, -2.194], [0.033, -0.243, -4.070], [0.474, 0.301, 2.066], [-2.596, 2.332, -2.123], [-2.612, 3.385, -3.220], [-3.622, 1.989, -1.908], [-2.056, 1.440, -2.486], [-3.186, 3.022, -4.085], [-3.064, 4.331, -2.901], [-1.598, 3.575, -3.588], [-0.391, 3.992, -0.705], [-0.712, 5.426, -1.094], [0.304, 3.606, -1.478], [0.177, 3.956, 0.238], [0.215, 5.913, -1.426], [-1.408, 5.478, -1.941], [-1.106, 6.014, -0.257], [-2.999, 3.682, 0.547], [-3.969, 4.537, -0.263], [-2.453, 4.290, 1.290], [-3.532, 2.905, 1.120], [-4.651, 5.091, 0.393], [-3.442, 5.279, -0.873], [-4.583, 3.915, -0.924], [-0.643, 0.423, 3.532], [-1.715, 1.501, 3.423], [0.003, 0.602, 4.405], [-1.112, -0.561, 3.660], [-2.356, 1.468, 4.315], [-1.284, 2.505, 3.360], [-2.362, 1.345, 2.552], [1.609, 1.706, 2.454], [2.854, 1.769, 1.571], [1.883, 1.570, 3.513], [1.013, 2.629, 2.369], [3.359, 2.732, 1.728], [3.562, 0.972, 1.832], [2.620, 1.690, 0.499], [1.556, -1.104, 2.598], [0.813, -2.364, 3.020], [2.193, -0.731, 3.417], [2.207, -1.320, 1.737], [1.529, -3.143, 3.307], [0.144, -2.192, 3.868], [0.224, -2.774, 2.187], [-2.689, -4.212, 1.006], [-3.152, -2.983, 0.190], [-2.126, -1.998, -0.109], [-1.339, -1.182, -0.395], [-1.758, -4.643, 0.619], [-3.455, -4.992, 0.966], [-2.547, -3.954, 2.065], [-3.577, -3.328, -0.768], [-3.959, -2.472, 0.740]], "forces_ev_per_a": [[-0.61, -0.56, 0.18], [0.76, 0.42, -0.43], [0.14, 0.43, 0.15], [1.15, -0.47, 0.40], [-1.10, -0.27, 0.31], [0.43, 0.36, -0.94], [0.11, -0.70, 0.06], [-1.89, -0.01, 3.17], [1.08, -0.35, -0.05], [0.82, 0.49, -0.12], [0.04, -0.46, -0.88], [-0.10, -0.53, 0.06], [-1.10, 0.23, -0.77], [1.59, 1.03, -3.46], [0.84, 0.54, -0.05], [-0.26, 0.71, 0.42], [1.29, -2.46, -0.08], [-1.03, 0.63, 0.28], [-0.53, 0.19, 1.01], [0.36, -0.06, 0.21], [-0.15, -0.18, -0.03], [0.27, 0.03, 0.09], [-0.28, -0.14, -0.16], [-0.43, 0.08, -0.08], [-0.05, 0.35, 0.09], [-0.19, -0.31, 0.13], [0.10, -0.04, 0.25], [0.58, 0.16, 0.87], [-0.01, 0.23, 0.09], [-0.22, 0.18, -0.52], [0.35, 0.09, 0.15], [-0.20, 0.21, 0.07], [0.09, 0.08, 0.24], [0.12, -0.28, -0.08], [-0.39, 0.18, 0.15], [0.12, -0.27, -0.47], [0.06, 0.51, -0.15], [-0.64, 0.18, 0.98], [-0.27, 0.01, -0.01], [-0.21, 0.01, 0.15], [0.18, 0.02, 0.32], [-0.04, -0.13, -0.23], [-0.23, -0.42, 0.38], [-0.20, 0.27, -0.13], [0.00, -0.31, -0.36], [0.03, 0.38, -0.15], [0.15, -0.20, -0.04], [-0.15, -0.19, 0.16], [0.07, 0.16, 0.09], [-0.27, -0.14, -0.28], [-0.24, 0.02, 0.21], [-0.13, -0.13, -0.21], [0.06, 0.27, 0.01], [0.16, 0.11, -0.24], [-0.05, -0.10, -0.01], [0.15, 0.00, 0.08], [-0.35, -0.03, -0.10], [0.19, 0.21, 0.29], [-0.01, 0.24, -0.32], [0.23, -0.18, 0.08], [-0.02, -0.30, -0.14], [-0.17, 0.17, -0.18], [0.05, 0.02, 0.12], [0.11, 0.16, -0.31], [-0.02, -0.31, -0.12], [-0.16, -0.10, -0.23], [0.03, -0.05, 0.26], [-0.23, 0.17, -0.02], [0.19, -0.06, -0.13], [0.06, 0.07, 0.17], [0.28, 0.00, 0.26], [-0.64, -0.62, 0.13], [1.68, 1.77, -0.72], [-1.72, -1.77, 0.54], [-0.25, 0.22, 0.05], [0.06, 0.27, -0.07], [0.06, -0.03, -0.36], [0.20, 0.31, 0.25], [0.25, -0.04, -0.29]], "lowdin_charge": [0.066, -0.131, -0.002, -0.198, 0.008, -0.136, -0.001, 1.208, 0.882, -0.030, -0.183, 0.001, -0.144, -0.827, -0.169, -0.009, 0.839, 0.130, 0.132, 0.118, 0.112, 0.106, 0.120, 0.139, 0.130, 0.126, 0.121, 0.846, -0.423, -0.163, 0.092, 0.025, 0.092, 0.065, -0.012, -0.480, -0.133, -0.078, 0.073, 0.087, 0.060, 0.084, -0.388, -0.135, 0.094, 0.070, 0.091, 0.060, 0.074, -0.395, -0.152, 0.101, 0.071, 0.087, 0.068, 0.049, -0.419, -0.149, 0.093, 0.073, 0.089, 0.080, 0.015, -0.398, -0.150, 0.097, 0.070, 0.067, 0.066, 0.059, -0.068, -0.190, -0.131, 0.056, 0.051, 0.092, 0.088, 0.137, 0.137]}

***

{"formula": "C6H9N", "method": "ωB97M-V/def2-TZVPD", "e_homo_ha": -0.3288, "max_force_ev_per_a": 3.6, "elements": ["C", "C", "C", "C", "C", "C", "H", "H", "H", "H", "H", "H", "H", "H", "H", "N"], "xyz": [[1.219, 1.134, 0.269], [0.005, 0.580, 0.957], [0.622, -0.844, 0.893], [0.950, -0.221, -0.577], [-1.477, -0.742, -0.906], [-1.144, 0.480, -0.143], [1.188, 2.070, -0.323], [2.179, 0.844, 0.885], [-0.476, 0.870, 1.863], [1.466, -1.034, 1.477], [-0.106, -1.671, 0.965], [1.620, -0.529, -1.424], [-2.401, -0.568, -1.698], [-1.517, -1.656, -0.360], [-1.787, 1.303, -0.560], [-0.342, -0.016, -1.318]], "forces_ev_per_a": [[1.16, -1.82, -1.20], [-2.69, -1.26, 0.69], [-2.13, 0.50, -2.90], [0.77, -0.57, -0.98], [-3.24, 0.22, -1.09], [0.12, 2.01, -1.70], [0.21, -0.42, 0.71], [-1.73, 1.44, -1.24], [0.30, 0.78, 1.03], [1.27, 0.01, 0.88], [0.58, 0.28, -0.09], [0.18, -0.25, 1.53], [2.39, -0.76, 2.21], [0.35, -0.91, -0.23], [0.88, -0.12, 1.61], [1.58, 0.87, 0.77]], "lowdin_charge": [-0.070, -0.275, -0.062, -0.224, -0.179, -0.190, 0.115, 0.144, 0.113, 0.076, 0.097, 0.135, 0.164, 0.079, 0.135, -0.058]}

***

{"formula": "C5H9N", "method": "ωB97M-V/def2-TZVPD", "e_homo_ha": -0.3218, "max_force_ev_per_a": 1.7, "elements": ["C", "C", "C", "C", "C", "N", "H", "H", "H", "H", "H", "H", "H", "H", "H"], "xyz": [[0.829, -0.241, 1.533], [-0.236, 0.755, 1.087], [-0.501, 0.581, -0.400], [-1.688, 0.154, -0.854], [0.945, -0.572, -1.774], [0.584, 0.549, -1.314], [0.497, -0.931, 2.313], [1.659, 0.261, 2.029], [1.256, -0.853, 0.750], [-1.193, 0.665, 1.593], [0.082, 1.783, 1.284], [-2.617, 0.408, -0.367], [-1.654, -0.452, -1.749], [1.511, -0.586, -2.702], [0.526, -1.520, -1.427]], "forces_ev_per_a": [[0.34, -0.24, 1.26], [0.11, 1.43, -0.94], [-0.27, -1.30, 0.44], [0.57, 0.13, -0.13], [-0.56, 0.40, -0.71], [-0.08, -0.25, 0.39], [-0.43, -0.01, -0.21], [0.14, 0.21, -0.26], [-0.07, 0.05, -0.26], [0.04, -0.32, 0.09], [0.25, -0.08, 0.07], [-0.03, -0.55, 0.31], [-0.60, 0.64, -0.48], [0.61, -0.07, 0.35], [-0.03, -0.03, 0.10]], "lowdin_charge": [-0.094, -0.197, -0.395, 0.043, -0.056, 0.033, 0.073, 0.071, 0.048, 0.102, 0.105, 0.056, 0.052, 0.072, 0.086]}

***

Energy for every record listed, in sequence, given in Eh: -1566.9183 -4673.7818 -288.6217 -250.5951.
Energy above the lowest of the compared OMol25 structures with the same formula, charge and spin for every record listed, in sequence, given in kcal per mole: 25.1 0.0 100.6 45.1.